The following is a DFT calculation (the ωB97M-V functional and the def2-TZVPD basis) of 3 unconnected molecules or ions with the total composition C35H70BrN6.

Computed properties:
Net charge: +1
Frontier orbital gap, eV: 8.46
E_HOMO, eV: -11.5

```
112
C35H70BrN6 the ωB97M-V functional and the def2-TZVPD basis
C 8.281 -3.581 -0.730
C 8.609 -2.087 -0.613
C 7.565 -1.216 -1.343
C 6.827 -0.236 -0.411
C 5.547 -0.854 0.186
C 4.641 0.227 0.773
C 3.309 -0.318 1.292
C 2.534 0.724 2.114
C 1.014 0.448 2.097
C 0.302 1.328 1.069
C -1.173 0.933 0.913
C -2.039 2.057 0.322
C -1.495 2.688 -0.976
C -2.556 2.817 -2.072
C -3.202 1.460 -2.436
C -3.901 1.510 -3.796
C -4.283 0.142 -4.406
C -3.348 -1.027 -4.060
C -3.785 -1.784 -2.807
C -5.086 -2.581 -2.985
N -6.207 -1.926 -2.265
C -6.153 -2.094 -0.871
N -5.772 -3.274 -0.256
C -4.347 -3.410 0.106
C -3.851 -4.873 0.202
C -2.776 -5.020 1.280
Br -5.323 -6.085 0.591
N -6.550 -1.070 -0.186
N -6.674 -1.058 1.217
C -5.728 -0.449 1.829
C -4.553 0.237 1.214
C -5.782 -0.466 3.324
H 8.272 -3.910 -1.768
H 7.275 -3.736 -0.336
H 8.967 -4.185 -0.140
H 8.604 -1.849 0.451
H 9.613 -1.900 -0.990
H 6.819 -1.887 -1.768
H 8.018 -0.664 -2.167
H 6.606 0.712 -0.890
H 7.465 -0.003 0.444
H 4.996 -1.401 -0.582
H 5.854 -1.541 0.977
H 4.418 0.937 -0.026
H 5.159 0.753 1.576
H 2.689 -0.565 0.424
H 3.448 -1.227 1.878
H 2.904 0.739 3.138
H 2.707 1.698 1.655
H 0.846 -0.593 1.817
H 0.564 0.609 3.078
H 0.785 1.137 0.108
H 0.380 2.381 1.332
H -1.586 0.687 1.895
H -1.257 0.034 0.296
H -3.051 1.675 0.169
H -2.127 2.830 1.088
H -1.152 3.694 -0.735
H -0.649 2.130 -1.374
H -2.087 3.200 -2.980
H -3.325 3.525 -1.758
H -2.404 0.722 -2.397
H -3.957 1.264 -1.673
H -4.833 2.056 -3.630
H -3.342 2.109 -4.512
H -4.272 0.242 -5.492
H -5.314 -0.105 -4.155
H -2.315 -0.709 -3.957
H -3.381 -1.736 -4.891
H -2.993 -2.483 -2.527
H -3.919 -1.085 -1.977
H -4.977 -3.626 -2.691
H -5.358 -2.582 -4.039
H -7.073 -2.360 -2.581
H -6.367 -3.421 0.555
H -4.185 -2.959 1.088
H -3.736 -2.857 -0.602
H -3.425 -5.149 -0.758
H -1.777 -4.898 0.866
H -2.826 -6.005 1.735
H -2.897 -4.293 2.081
H -6.891 -0.260 -0.692
H -4.391 1.215 1.659
H -3.662 -0.352 1.450
H -4.599 0.346 0.133
H -6.732 -0.858 3.667
H -5.569 0.529 3.705
H -4.980 -1.129 3.656
C -4.971 2.380 6.630
C -3.684 2.670 7.388
C -2.469 2.655 6.453
C -2.352 1.366 5.766
N -2.273 0.374 5.197
H -4.928 1.381 6.192
H -5.841 2.420 7.284
H -5.122 3.102 5.824
H -3.554 1.927 8.176
H -3.739 3.644 7.876
H -1.548 2.849 7.003
H -2.570 3.428 5.689
C 10.081 4.023 -4.149
C 10.074 2.500 -4.097
C 8.661 1.912 -3.990
C 7.988 2.366 -2.771
N 7.463 2.738 -1.823
H 9.666 4.453 -3.236
H 11.098 4.397 -4.256
H 9.496 4.390 -4.995
H 10.670 2.160 -3.249
H 10.544 2.102 -4.998
H 8.700 0.823 -3.974
H 8.056 2.213 -4.847
```

Mulliken atomic charge list, values in e, 99 entries: -1.321 -0.444 -0.005 -0.329 -0.594 -0.804 -0.528 -0.887 -0.754 -0.450 -0.279 0.399 -0.878 -1.208 0.432 -1.072 -0.533 -1.586 0.504 -0.956 -0.189 -0.089 -0.227 0.075 0.035 -1.267 -0.129 0.307 -1.051 0.572 -0.098 -1.139 0.338 0.317 0.384 0.291 0.355 0.427 -0.472 0.220 0.302 0.395 0.184 0.345 0.309 0.253 0.341 0.439 0.427 0.338 0.398 0.257 0.306 0.146 0.121 -0.644 0.523 0.423 0.315 0.454 0.321 0.361 -0.414 0.241 0.412 0.397 0.367 0.547 0.526 0.437 -0.154 0.275 0.632 0.325 0.429 0.135 -0.143 0.389 0.331 0.404 0.359 0.350 0.791 0.204 -0.497 0.417 0.245 0.299 -0.989 -0.469 -0.345 0.256 -0.492 0.199 0.372 0.300 0.304 0.310 0.318

The following is a DFT calculation (the ωB97M-V functional and the def2-TZVPD basis) of 3 unconnected molecules or ions with the total composition C35H70IN4O4S2.

Computed properties:
Net charge: +1
Frontier orbital gap, eV: 7.36
E_HOMO, eV: -10.1

```
116
C35H70IN4O4S2 the ωB97M-V functional and the def2-TZVPD basis
C 6.150 -3.673 1.700
C 5.388 -2.894 0.494
C 4.087 -2.141 1.102
C 4.195 -0.531 0.869
N 2.893 0.054 0.360
C 2.163 0.750 1.457
C 0.965 1.688 0.966
C -0.292 0.862 0.353
C -1.413 0.504 1.442
C -2.896 0.855 0.950
N -3.786 0.836 2.154
C -5.225 1.086 1.815
C -6.239 0.011 2.514
C -5.514 -0.970 3.549
C -6.511 -2.259 3.722
I -5.225 -0.129 5.532
C -5.534 1.267 0.250
N -4.779 0.337 -0.661
C -3.494 -0.201 -0.095
C -3.660 -1.689 0.465
C -3.837 -2.788 -0.715
C -2.462 -3.478 -1.145
C -2.461 -3.865 -2.723
N -2.377 -2.545 -3.442
C -1.070 -1.943 -3.495
C -1.354 -0.621 -4.235
C -2.861 -0.554 -4.592
C -3.484 -1.859 -4.054
C 3.280 0.975 -0.735
S 2.595 0.670 -2.250
S 4.418 2.415 -0.509
C 6.083 2.095 -1.271
C 6.037 1.208 -2.613
C 6.216 -0.376 -2.316
H 6.876 -4.403 1.190
H 5.380 -4.204 2.359
H 6.760 -2.891 2.261
H 6.145 -2.172 0.028
H 5.003 -3.635 -0.288
H 4.051 -2.332 2.240
H 3.111 -2.465 0.612
H 5.081 -0.300 0.191
H 4.441 -0.096 1.910
H 1.752 -0.035 2.190
H 2.881 1.409 2.080
H 0.556 2.211 1.906
H 1.272 2.518 0.249
H 0.113 -0.119 -0.088
H -0.679 1.503 -0.519
H -1.234 1.127 2.397
H -1.301 -0.607 1.695
H -2.865 1.931 0.534
H -3.475 1.651 2.719
H -5.498 2.095 2.309
H -7.023 0.600 3.124
H -6.841 -0.552 1.714
H -4.530 -1.414 3.170
H -6.016 -3.213 3.304
H -7.498 -2.049 3.195
H -6.719 -2.450 4.824
H -5.412 2.372 -0.034
H -6.653 1.030 0.096
H -5.390 -0.423 -1.017
H -4.515 0.897 -1.500
H -2.738 -0.248 -0.968
H -2.849 -2.007 1.199
H -4.664 -1.711 1.039
H -4.502 -3.614 -0.256
H -4.444 -2.343 -1.572
H -1.609 -2.761 -0.899
H -2.269 -4.458 -0.581
H -1.585 -4.556 -2.941
H -3.440 -4.379 -3.019
H -0.097 -2.363 -3.077
H -0.576 0.171 -4.457
H -3.479 0.239 -5.113
H -4.544 -2.259 -4.050
H 6.491 3.127 -1.589
H 6.849 1.698 -0.507
H 6.967 1.508 -3.230
H 5.141 1.437 -3.285
H 6.850 -0.434 -1.352
H 6.793 -0.912 -3.150
H 5.210 -0.861 -2.100
C 10.928 -1.430 -1.999
O 9.851 -0.971 -2.805
C 10.148 0.265 -3.453
C 10.537 0.047 -4.911
O 11.771 -0.656 -5.020
C 11.587 -2.035 -5.317
H 10.740 -2.474 -1.742
H 11.885 -1.368 -2.521
H 10.973 -0.844 -1.075
H 10.933 0.809 -2.914
H 9.237 0.871 -3.419
H 10.684 1.024 -5.384
H 9.741 -0.473 -5.456
H 11.316 -2.153 -6.369
H 10.817 -2.488 -4.685
H 12.531 -2.550 -5.136
C -8.448 6.239 4.612
O -9.619 5.465 4.388
C -9.645 4.881 3.089
C -9.245 3.410 3.135
O -7.877 3.254 3.509
C -7.727 2.887 4.877
H -8.373 6.441 5.682
H -7.543 5.714 4.294
H -8.527 7.191 4.079
H -9.006 5.441 2.397
H -10.676 4.953 2.727
H -9.351 2.988 2.130
H -9.901 2.846 3.806
H -7.983 1.832 5.005
H -8.349 3.500 5.535
H -6.682 3.032 5.155
```

Mulliken atomic charge list, values in e, 99 entries: -1.184 -0.015 -0.626 0.081 0.405 -1.050 -0.753 -0.344 -0.564 -0.479 -0.356 0.485 -1.358 -0.206 -0.798 0.084 -1.264 0.386 0.069 -0.523 -0.370 -0.274 -0.952 0.297 -0.321 -0.507 -0.662 -0.283 -0.229 -0.141 -0.111 -0.566 -0.454 -0.502 0.334 0.331 0.298 -0.057 0.317 0.312 0.212 -0.341 0.274 0.329 0.422 0.473 0.345 0.182 0.336 0.498 0.042 0.278 0.427 0.593 0.151 0.483 0.267 0.224 0.273 0.334 0.279 0.444 0.477 0.529 0.047 0.333 -0.234 0.395 0.000 0.123 0.396 0.361 0.317 0.370 0.361 0.391 0.393 0.371 0.340 0.217 0.330 0.027 0.290 0.167 -0.846 -0.309 -0.139 -0.612 -0.372 -0.727 0.273 0.357 0.311 0.371 0.094 0.387 0.330 0.331 0.309